[1]
C30H35BeN2P2Se2Te | wB97M-V/def2-TZVPD

Geometry as ORCA input:
```
! wB97M-V def2-TZVPD RIJCOSX def2/J DEFGRID3
* xyz 1 1
Be 0.37506 0.60323 0.24047
C 0.87970 0.07598 -3.02883
P -0.02775 1.08148 -1.82430
C -1.69608 1.31314 -2.47903
C 0.75190 2.74485 -1.93085
C 2.05497 2.80026 -1.11875
P 1.76125 2.21726 0.59358
C 1.05280 3.62170 1.49579
C 3.38767 1.93317 1.32883
H 0.76383 0.48173 -4.03437
H 0.49907 -0.94524 -2.98732
H 1.93801 0.05309 -2.76779
H -1.65335 1.71571 -3.49214
H -2.24487 2.00334 -1.83894
H -2.22540 0.36035 -2.48851
H 0.02791 3.46378 -1.53689
H 0.92861 3.01356 -2.97413
H 2.48046 3.80532 -1.12257
H 2.80515 2.13482 -1.55561
H 1.71404 4.48769 1.45483
H 0.90652 3.32138 2.53463
H 0.07876 3.88823 1.08485
H 4.00490 2.82939 1.25988
H 3.88203 1.10251 0.82669
H 3.25231 1.66271 2.37556
Se -3.53256 0.08645 0.31481
C -4.14878 -1.29878 1.41063
C -3.76307 -1.38009 2.75325
C -4.20294 -2.43449 3.53350
C -5.04172 -3.40103 2.99069
C -5.43882 -3.31983 1.66090
C -4.98857 -2.27975 0.86818
H -3.11297 -0.62424 3.17170
H -3.89767 -2.50168 4.56929
H -5.38979 -4.21896 3.60764
H -6.09634 -4.07133 1.24413
H -5.28175 -2.20787 -0.17086
Te -1.48005 -2.65621 -1.12936
C -0.11816 -4.10332 -1.85235
C 0.32708 -5.08292 -0.97204
C 1.26324 -6.01979 -1.39216
C 1.74073 -5.99200 -2.69314
C 1.28787 -5.02028 -3.57582
C 0.36965 -4.07000 -3.15425
C -2.83830 -2.73389 -2.74238
C -4.01286 -3.46535 -2.59916
C -4.92885 -3.52113 -3.64082
C -4.67330 -2.85613 -4.83114
C -3.49857 -2.13403 -4.98220
C -2.58556 -2.06841 -3.93837
H -0.06243 -5.12529 0.03773
H 1.60647 -6.78015 -0.70287
H 2.46028 -6.72963 -3.02263
H 1.65285 -4.99985 -4.59460
H 0.02273 -3.31899 -3.85354
H -4.20420 -4.00329 -1.67960
H -5.84009 -4.09318 -3.52407
H -5.38649 -2.90510 -5.64316
H -3.29159 -1.62144 -5.91290
H -1.67232 -1.49873 -4.06478
Se 1.17603 -1.45598 0.99765
N -0.26748 -0.31630 1.38685
C 0.00117 0.17205 2.65969
C -0.84502 1.04863 3.34261
C -0.45598 1.53326 4.57609
C 0.77570 1.16397 5.14652
C 1.62766 0.31137 4.49026
C 1.25967 -0.20486 3.22513
N 2.06997 -1.00186 2.49869
H -1.78658 1.33573 2.89085
H -1.11246 2.20245 5.11665
H 1.04802 1.55116 6.11919
H 2.57408 0.01038 4.91925
*
```

Properties
Max |F| (eV Å⁻¹): 0.13
HOMO-LUMO gap (alpha / beta) (eV): 6.66 / 5.32
M (g/mol): 780.10
Highest occupied orbital energy (alpha / beta) (Eh): -0.37584 / -0.34838
ΔE to the lowest compared entry with this formula, charge and spin (eV): 1.603


[2]
C30H35BrCeN5O | wB97M-V/def2-TZVPD

Geometry as ORCA input:
```
! wB97M-V def2-TZVPD RIJCOSX def2/J DEFGRID3
* xyz 2 2
Ce 0.04307 -0.08563 -0.45057
C 1.48842 -0.35221 2.87852
N 0.09734 -0.35384 2.36760
C -0.73831 -1.49338 2.81651
C -1.17509 -2.36347 1.67827
N -1.22795 -1.96273 0.42270
C -1.73962 -3.05445 -0.30593
C -2.00732 -3.19452 -1.66644
C -2.51231 -4.40730 -2.08631
C -2.75282 -5.45734 -1.18248
C -2.49633 -5.32852 0.16745
C -1.98417 -4.10194 0.57079
N -1.61027 -3.62382 1.82960
C 2.50021 -0.45451 1.77898
N 2.26496 -0.13523 0.52001
C 3.49021 -0.31193 -0.15302
C 3.83170 -0.11312 -1.48953
C 5.13738 -0.37238 -1.85027
C 6.08773 -0.81431 -0.91321
C 5.76252 -1.01010 0.41402
C 4.44298 -0.74631 0.75730
N 3.77335 -0.82647 1.98113
H 1.67213 0.57818 3.42252
H 1.63921 -1.15916 3.59936
H -0.34726 0.49422 2.70332
H -0.21132 -2.09193 3.56335
H -1.63322 -1.10940 3.31352
H -1.84882 -2.39140 -2.37857
H -2.73780 -4.55480 -3.13264
H -3.15586 -6.38765 -1.55635
H -2.68579 -6.13791 0.85678
H -1.67681 -4.12142 2.70379
H 3.12179 0.25385 -2.22309
H 5.44413 -0.22360 -2.87553
H 7.10153 -0.99699 -1.23986
H 6.49621 -1.34614 1.13174
H 4.17631 -1.08750 2.86747
C -3.91782 5.19308 -5.35835
C -3.01588 3.98830 -5.61018
C -3.82194 2.91198 -6.34799
C -1.83721 4.42576 -6.48860
C -2.47168 3.39345 -4.31225
C -1.62315 2.27694 -4.35952
C -1.15231 1.79531 -3.16878
Br 0.00162 0.26630 -3.26566
C -1.45379 2.31788 -1.90676
O -0.86371 1.69277 -0.81405
C -2.30218 3.40392 -1.83468
C -2.77498 3.90545 -3.06470
C -2.75809 4.13498 -0.56478
C -2.24464 5.57918 -0.61456
C -4.29225 4.14218 -0.50045
C -2.24788 3.49452 0.72833
H -4.27967 5.57876 -6.31127
H -3.38907 6.00870 -4.86224
H -4.79559 4.93502 -4.76318
H -4.20721 3.31429 -7.28537
H -4.67119 2.56871 -5.75594
H -3.20551 2.04719 -6.59868
H -2.21046 4.83761 -7.42659
H -1.18739 3.58573 -6.73904
H -1.23294 5.19107 -6.00047
H -1.34696 1.81758 -5.29711
H -3.42060 4.76732 -3.01667
H -2.63476 6.12999 -1.46986
H -1.15473 5.61379 -0.65846
H -2.56195 6.11237 0.28297
H -4.75208 4.66609 -1.33588
H -4.61107 4.65322 0.40909
H -4.69348 3.12733 -0.47729
H -1.16099 3.51280 0.79916
H -2.59152 2.46302 0.83316
H -2.65074 4.06466 1.56701
*
```

Properties
Max |F| (eV Å⁻¹): 1.55
HOMO-LUMO gap (alpha / beta) (eV): 7.85 / 7.89
M (g/mol): 701.66
Highest occupied orbital energy (alpha / beta) (Eh): -0.48930 / -0.48934
ΔE to the lowest compared entry with this formula, charge and spin (eV): 0.000


[3]
C30H35IN6OPRbSSe2 | wB97M-V/def2-TZVPD

Geometry as ORCA input:
```
! wB97M-V def2-TZVPD RIJCOSX def2/J DEFGRID3
* xyz 0 1
Rb -0.48084 1.17315 -0.01221
N 1.73986 1.91607 2.10391
C 2.88753 2.80656 1.91047
C 3.80543 2.28156 0.82526
N 3.13846 2.26478 -0.47803
H 1.22041 2.19012 2.92920
H 2.03959 0.95308 2.23592
H 3.48127 2.93963 2.82409
H 2.51080 3.78973 1.61570
H 4.17928 1.29235 1.12430
H 4.67377 2.94178 0.75964
H 2.36625 1.60654 -0.43480
H 3.76621 1.89506 -1.18253
Se 2.32142 -1.19806 0.47440
P 0.72454 -2.56232 1.01446
Se -1.30498 -1.82476 1.06566
C 1.10758 -3.32721 2.63577
C 2.40251 -3.32406 3.14098
C 2.69195 -3.97510 4.33328
C 1.69174 -4.63863 5.02639
C 0.39500 -4.64459 4.52635
C 0.10384 -3.99041 3.33986
C 0.82179 -4.03216 -0.07906
C -0.28622 -4.86743 -0.20415
C -0.22465 -6.00254 -0.99724
C 0.94698 -6.31448 -1.67722
C 2.05282 -5.48652 -1.55550
C 1.99075 -4.34894 -0.76071
H 3.17701 -2.79824 2.59644
H 3.70372 -3.96037 4.71880
H 1.91888 -5.14596 5.95557
H -0.39311 -5.15521 5.06513
H -0.91108 -3.96826 2.96248
H -1.20639 -4.60235 0.30296
H -1.09277 -6.64326 -1.08768
H 0.99730 -7.20020 -2.29814
H 2.97028 -5.72306 -2.08047
H 2.84634 -3.69050 -0.67168
C -2.73829 3.28764 -3.68863
C -2.67552 2.07238 -2.80254
O -2.47505 2.17129 -1.59681
N -2.88354 0.87492 -3.39601
C -2.83920 -0.38642 -2.67153
C -1.59798 -1.19463 -2.96438
C -1.67701 -2.42259 -3.59802
C -0.50844 -3.14248 -3.80789
C 0.68846 -2.59262 -3.39788
C 0.67049 -1.35006 -2.77629
N -0.44518 -0.66304 -2.54559
H -2.14802 4.07866 -3.23389
H -3.77514 3.62083 -3.75945
H -2.37432 3.09005 -4.69670
H -2.95924 0.85953 -4.39888
H -3.73322 -0.96727 -2.90446
H -2.87703 -0.14658 -1.61020
H -2.63944 -2.81850 -3.89518
H -0.53902 -4.11829 -4.27544
H 1.62596 -3.11598 -3.52243
H 1.58773 -0.91734 -2.39866
S -3.48550 2.79422 4.23395
C -4.21583 3.28233 2.77310
C -3.50692 2.78915 1.72663
N -2.42233 2.01123 2.05726
C -2.32058 1.92344 3.35268
H -5.09614 3.90132 2.74652
H -3.74030 2.93589 0.68156
H -1.55867 1.33310 3.84203
I -3.19735 6.88195 0.36687
C -1.31603 6.14180 -0.06611
C -0.21390 6.97786 -0.14971
C 1.01222 6.41024 -0.45277
C 1.09052 5.03949 -0.65186
N 0.03132 4.23582 -0.56877
C -1.14940 4.78127 -0.28573
H -0.31194 8.04230 0.01715
H 1.90212 7.02004 -0.53109
H 2.03253 4.54705 -0.86900
H -1.99409 4.10622 -0.24946
*
```

Properties
Max |F| (eV Å⁻¹): 0.46
HOMO-LUMO gap (eV): 7.18
M (g/mol): 928.98
Highest occupied orbital energy (Eh): -0.25807
ΔE to the lowest compared entry with this formula, charge and spin (eV): 0.233


[4]
C30H35N3O7 | wB97M-V/def2-TZVPD

Geometry as ORCA input:
```
! wB97M-V def2-TZVPD RIJCOSX def2/J DEFGRID3
* xyz 0 1
C 2.89376 4.46619 1.95923
O 2.58861 3.74143 0.79350
C 2.10411 2.46499 0.91773
C 1.98215 1.81300 2.13865
C 1.50537 0.51729 2.22683
C 1.13890 -0.17025 1.08210
C 0.54829 -1.55221 1.17324
C 0.98768 -2.42717 -0.01367
O 0.26917 -2.68988 -0.95573
N 2.25344 -2.85953 0.10406
C 2.92914 -3.64179 -0.89995
C 4.19566 -2.92142 -1.37912
C 3.91951 -1.53250 -1.99399
C 4.56671 -0.55823 -1.00724
C 5.63043 -1.44053 -0.35641
O 5.03919 -2.71723 -0.25024
N -0.91282 -1.49302 1.25068
C -1.52091 -2.54006 1.84896
O -0.88694 -3.44436 2.36287
C -3.04653 -2.55340 1.89409
N -3.70798 -2.02539 0.73368
C -4.55343 -0.97110 0.80988
O -4.87857 -0.44656 1.86009
C -5.05433 -0.50814 -0.49121
C -5.87664 0.54886 -0.78358
C -6.01054 0.56652 -2.18792
C -5.26350 -0.47666 -2.64667
O -4.68259 -1.13156 -1.63426
C -1.55169 -0.34320 0.70475
C -1.62638 -0.21992 -0.67772
C -2.14534 0.91951 -1.26800
C -2.16509 1.06660 -2.75862
C -2.60952 1.93486 -0.44018
C -2.54487 1.80855 0.93227
C -2.00555 0.67834 1.53622
C -1.95855 0.58522 3.02924
C 1.26617 0.46975 -0.14115
C 1.72780 1.77569 -0.25129
O 1.79058 2.23666 -1.53225
C 1.84220 3.62057 -1.80081
H 3.71239 4.00398 2.52015
H 3.20798 5.45016 1.61386
H 2.01935 4.57360 2.60863
H 2.26557 2.31866 3.04737
H 1.41924 0.04944 3.19564
H 0.88040 -2.04900 2.09460
H 2.81921 -2.59017 0.89382
H 2.23605 -3.79345 -1.72897
H 3.21260 -4.61158 -0.47884
H 4.71135 -3.57151 -2.10177
H 4.38635 -1.45524 -2.97515
H 2.85285 -1.35380 -2.10325
H 3.84134 -0.22991 -0.26220
H 4.99085 0.31644 -1.49341
H 6.52976 -1.49187 -0.98827
H 5.91756 -1.12349 0.64705
H -3.33871 -3.59555 2.06711
H -3.38562 -1.95517 2.74697
H -3.45404 -2.39177 -0.17041
H -6.31680 1.21530 -0.07189
H -6.58254 1.25589 -2.77431
H -5.07810 -0.84212 -3.63779
H -1.26380 -1.03600 -1.28563
H -3.03154 1.63947 -3.08288
H -2.17869 0.09345 -3.24292
H -1.26732 1.59304 -3.08511
H -3.02622 2.83089 -0.87773
H -2.91646 2.60407 1.56126
H -2.97035 0.43894 3.40746
H -1.57052 1.50964 3.45319
H -1.33721 -0.24267 3.36012
H 0.99116 -0.02779 -1.05638
H 2.80954 4.05189 -1.53678
H 1.05017 4.15904 -1.27534
H 1.68705 3.70728 -2.87632
*
```

Properties
Max |F| (eV Å⁻¹): 1.35
HOMO-LUMO gap (eV): 8.88
M (g/mol): 549.62
Highest occupied orbital energy (Eh): -0.30518
ΔE to the lowest compared entry with this formula, charge and spin (eV): 0.118
Structure (SMILES): COc1ccc([C@H](C(=O)NC[C@H]2CCCO2)N(C(=O)CNC(=O)c2ccco2)c2cc(C)ccc2C)cc1OC


[5]
C30H35NO6 | wB97M-V/def2-TZVPD

Geometry as ORCA input:
```
! wB97M-V def2-TZVPD RIJCOSX def2/J DEFGRID3
* xyz 0 1
C -2.43676 1.56452 2.19691
C -1.16990 1.96062 3.01073
C -0.25011 2.90074 2.18236
C 0.73574 3.70302 3.04751
O 2.09164 3.70050 2.56367
C 2.62397 2.42974 2.61760
C 2.74411 1.74536 3.79836
C 3.26162 0.47425 3.85618
C 3.64081 -0.09425 2.66969
C 3.52693 0.59147 1.47723
C 3.03548 1.88230 1.40976
C 2.93991 2.65821 0.11149
O 1.61265 2.77805 -0.37169
C 1.20248 1.60689 -1.05923
C -0.10829 1.93475 -1.81796
O 0.02744 1.50615 -3.16861
C -0.72383 0.32826 -3.40421
C -0.26805 -0.89062 -2.58031
O -1.25430 -1.17574 -1.59114
C -0.74687 -2.05552 -0.60266
C -1.91879 -2.46740 0.31209
C 3.97612 -0.18214 0.25142
O 4.63713 0.29335 -0.65390
C 3.56781 -1.63561 0.26841
C 3.09891 -2.26959 -0.84965
C 2.73786 -3.60070 -0.78420
C 2.89731 -4.26889 0.40479
C 3.36769 -3.64983 1.53834
C 3.68438 -2.31800 1.46642
C 4.16891 -1.50984 2.65079
O 4.88684 -1.96860 3.52224
H -2.46995 2.08075 1.23125
H -2.41255 0.49170 1.97712
H -3.35980 1.76596 2.74712
H -1.43311 2.38265 3.98377
H -0.60595 1.02738 3.13270
H 0.22680 2.27737 1.42577
H -0.92886 3.56972 1.63859
H 0.64864 3.37661 4.09052
H 0.42735 4.75283 3.03656
H 2.41440 2.22653 4.71495
H 3.35787 -0.04874 4.80006
H 3.58786 2.26781 -0.67599
H 3.29087 3.67675 0.31339
H 1.94041 1.25771 -1.79361
H 1.03724 0.81809 -0.30115
H -0.21126 3.02427 -1.78774
H -0.95571 1.45905 -1.31261
H -0.69887 0.08731 -4.46990
H -1.77899 0.52945 -3.16420
H 0.74186 -0.79739 -2.16304
H -0.26028 -1.75577 -3.26719
H -0.30969 -2.93853 -1.09185
H 0.02959 -1.58011 0.01947
H -2.70065 -1.71555 0.15687
H -1.64791 -2.45598 1.36961
H -2.30412 -3.44241 0.00731
H 3.00991 -1.67184 -1.75398
H 2.34171 -4.06725 -1.67948
H 2.63777 -5.32431 0.43076
H 3.49010 -4.18874 2.47186
C -6.51522 -0.18895 -3.01126
C -5.20982 -0.12307 -2.55292
C -4.31580 -1.09882 -2.96926
N -4.64366 -2.10208 -3.78585
C -5.90477 -2.14850 -4.21422
C -6.87429 -1.22214 -3.86112
H -7.24310 0.55438 -2.71035
H -4.88931 0.66721 -1.88699
H -3.28335 -1.08491 -2.63754
H -6.14176 -2.97592 -4.87457
H -7.88288 -1.30917 -4.24179
*
```

Properties
Max |F| (eV Å⁻¹): 1.63
HOMO-LUMO gap (eV): 8.81
M (g/mol): 505.61
Highest occupied orbital energy (Eh): -0.34396
Structure (SMILES): CCCCOc1ccc2c(c1COCCOCCOCC)C(=O)c1ccccc1C2=O.c1ccncc1


[6]
C30H35O7Sn | wB97M-V/def2-TZVPD

Geometry as ORCA input:
```
! wB97M-V def2-TZVPD RIJCOSX def2/J DEFGRID3
* xyz -1 1
C 0.15972 -0.97752 -4.96915
C -0.23868 -1.52422 -3.58625
C 0.06842 0.55428 -4.75055
C -1.07878 0.76698 -3.76195
H -0.08038 1.07098 -5.69215
H 1.01602 0.88478 -4.33195
C -1.36918 -0.61142 -3.12805
H 0.62882 -1.42962 -2.93495
H -0.51948 -2.57422 -3.59785
C -1.46618 -0.32282 -1.63055
H -2.32018 -0.98772 -3.49975
H -1.95698 1.10218 -4.30535
C -0.87228 1.71338 -2.55565
C 1.58882 -1.29752 -5.35865
C -0.86918 -1.41282 -6.01895
O -1.33008 -0.65222 -6.83315
O 2.46782 -1.64102 -4.60275
O 1.77872 -1.06312 -6.67395
O -1.36838 -2.67302 -5.98335
C -0.69028 -3.81652 -6.51335
H -0.36588 -4.51492 -5.74815
H 0.16412 -3.50352 -7.10975
H -1.41158 -4.30922 -7.15705
C 3.00422 -1.57002 -7.23035
H 3.86022 -1.15832 -6.70205
H 3.00692 -1.25202 -8.26625
H 3.03532 -2.65472 -7.16325
O -1.64868 1.08168 -1.51235
H -0.55628 -0.64702 -1.10995
H -2.31468 -0.80182 -1.14685
C -1.47918 3.08138 -2.78525
C 0.57282 1.84588 -2.09035
H 1.16432 2.44108 -2.78425
H 1.06732 0.88338 -1.97455
H 0.58602 2.34778 -1.12545
H -1.28898 3.73908 -1.93895
H -2.55548 2.99938 -2.91975
H -1.05368 3.54068 -3.67655
Sn -0.02218 -0.68202 2.74875
C -1.88688 -0.75042 4.16905
C -2.36318 -0.53832 2.85555
C -2.06218 -1.68062 2.08535
H -2.81838 0.36298 2.48885
C -1.41078 -2.60632 2.92175
C -1.31088 -2.03652 4.20845
H -0.84728 -2.48982 5.06735
H -1.95928 -0.05942 4.99205
H -2.26148 -1.80382 1.03405
H -1.02928 -3.56842 2.62345
C 2.18732 0.04378 3.26745
C 1.79952 -0.91372 4.22595
C 1.62782 -2.14492 3.55435
H 1.66492 -0.74022 5.28045
C 1.87422 -1.93942 2.17825
C 2.23532 -0.58542 2.01115
H 2.43432 -0.09572 1.07435
H 2.34442 1.09338 3.44785
H 1.34062 -3.07682 4.00785
H 1.81962 -2.68502 1.40315
O -0.14308 -0.13032 6.18805
C -0.00058 1.00298 5.52105
O 0.01432 1.01398 4.15205
C 0.06532 2.20588 6.38625
C 0.10072 3.51188 5.88245
C 0.15242 4.60338 6.76955
C 0.17632 4.39728 8.15315
C 0.14682 3.10508 8.66555
C 0.09132 2.02248 7.79325
H 0.07892 3.68978 4.81795
H 0.17402 5.61288 6.38445
H 0.21632 5.23778 8.83715
H 0.16582 2.93488 9.73525
H 0.06952 1.03138 8.23775
*
```

Properties
Max |F| (eV Å⁻¹): 7.11
HOMO-LUMO gap (eV): 4.45
M (g/mol): 626.31
Highest occupied orbital energy (Eh): -0.09247
ΔE to the lowest compared entry with this formula, charge and spin (eV): 0.000


> Look up the M of the fourth one.

549.62 g/mol